ORCA calculation (ωB97M-V with the def2-TZVPD basis set) on a cluster of 6 separate species, C34H86N6O11 in total at a distorted geometry.

Bonds (Å) are listed after each position.
CARTESIAN COORDINATES (ANGSTROEM)
1 C 20.0810 23.6469 -1.7891  O2 1.416, H7 1.099, H8 1.087, H9 1.094
2 O 19.5346 24.6566 -2.6179  C1 1.416, C3 1.394
3 C 19.9229 24.4858 -3.9456  O2 1.394, C4 1.521, H10 1.104, H11 1.101
4 C 19.3697 25.5836 -4.8410  C3 1.521, C5 1.533, N6 1.461, H12 1.101
5 C 17.8627 25.7413 -4.6075  C4 1.533, H13 1.093, H14 1.088, H15 1.093
6 N 19.6471 25.2693 -6.2403  C4 1.461, H16 1.018, H17 1.020
7 H 19.7776 22.6653 -2.1778  C1 1.099
8 H 19.6574 23.7729 -0.7960  C1 1.087
9 H 21.1725 23.7000 -1.7475  C1 1.094
10 H 21.0176 24.4809 -4.0909  C3 1.104
11 H 19.5523 23.5204 -4.3228  C3 1.101
12 H 19.7978 26.5373 -4.4967  C4 1.101
13 H 17.3981 26.2022 -5.4830  C5 1.093
14 H 17.6787 26.3566 -3.7289  C5 1.088
15 H 17.3420 24.7976 -4.4272  C5 1.093
16 H 19.3185 26.0559 -6.7971  N6 1.018
17 H 20.6508 25.3274 -6.4118  N6 1.020
18 C 23.9965 13.8285 -4.4435  O19 1.401, H27 1.096, H28 1.096, H29 1.091
19 O 24.8273 13.9322 -5.5668  C18 1.401, C20 1.401
20 C 24.2995 13.3312 -6.7175  O19 1.401, C21 1.525, H30 1.096, H31 1.099
21 C 24.0509 11.8288 -6.6305  C20 1.525, N22 1.459, H32 1.094, H33 1.107
22 N 22.7536 11.4029 -6.1179  C21 1.459, C23 1.471, H34 1.011
23 C 21.6395 11.7388 -7.0179  N22 1.471, C24 1.517, H35 1.101, H36 1.094
24 C 20.3579 11.0198 -6.6399  C23 1.517, O25 1.399, H37 1.109, H38 1.090
25 O 19.4088 11.7937 -5.9638  C24 1.399, C26 1.401
26 C 19.7700 12.0414 -4.6326  O25 1.401, H39 1.088, H40 1.095, H41 1.103
27 H 23.8223 12.7850 -4.1580  C18 1.096
28 H 23.0126 14.3045 -4.5296  C18 1.096
29 H 24.5114 14.2658 -3.5867  C18 1.091
30 H 25.0665 13.4098 -7.4959  C20 1.096
31 H 23.4610 13.8894 -7.1562  C20 1.099
32 H 24.8329 11.3603 -6.0265  C21 1.094
33 H 24.2065 11.3932 -7.6362  C21 1.107
34 H 22.7361 10.4203 -5.8804  N22 1.011
35 H 21.9247 11.5609 -8.0662  C23 1.101
36 H 21.5382 12.8174 -6.8662  C23 1.094
37 H 20.6636 10.1955 -5.9644  C24 1.109
38 H 19.9591 10.4750 -7.4953  C24 1.090
39 H 19.0256 12.6876 -4.1724  C26 1.088
40 H 20.7716 12.4723 -4.5272  C26 1.095
41 H 19.7860 11.1125 -4.0371  C26 1.103
42 C 12.8510 21.3744 -7.2699  O43 1.408, H51 1.093, H52 1.103, H53 1.090
43 O 11.4924 21.0154 -7.1861  C42 1.408, C44 1.422
44 C 10.6862 21.7706 -8.0811  O43 1.422, C45 1.527, H54 1.090, H55 1.095
45 C 9.2588 21.2891 -7.8310  C44 1.527, N46 1.471, H56 1.088, H57 1.095
46 N 8.2061 21.9424 -8.6244  C45 1.471, C47 1.450, H58 1.012
47 C 8.5414 22.2754 -9.9949  N46 1.450, C48 1.506, H59 1.093, H60 1.106
48 C 7.3795 22.9970 -10.6250  C47 1.506, O49 1.408, H61 1.099, H62 1.100
49 O 7.2057 24.2031 -9.9192  C48 1.408, C50 1.417
50 C 6.1738 25.0201 -10.4437  O49 1.417, H63 1.091, H64 1.093, H65 1.091
51 H 13.0775 22.3934 -6.9454  C42 1.093
52 H 13.1711 21.2411 -8.3165  C42 1.103
53 H 13.4379 20.6314 -6.7303  C42 1.090
54 H 10.9380 21.5430 -9.1167  C44 1.090
55 H 10.7664 22.7999 -7.7148  C44 1.095
56 H 8.9224 21.4089 -6.8031  C45 1.088
57 H 9.2240 20.2240 -8.0825  C45 1.095
58 H 7.8838 22.8036 -8.2018  N46 1.012
59 H 8.8902 21.4060 -10.5590  C47 1.093
60 H 9.4030 22.9654 -10.0703  C47 1.106
61 H 6.4911 22.3507 -10.5857  C48 1.099
62 H 7.5650 23.2270 -11.6842  C48 1.100
63 H 5.2020 24.7216 -10.0489  C50 1.091
64 H 6.2125 25.0212 -11.5361  C50 1.093
65 H 6.4163 26.0277 -10.1044  C50 1.091
66 C 22.9809 21.6575 -5.1792  O67 1.392, H75 1.102, H76 1.107, H77 1.089
67 O 23.3105 22.2333 -3.9559  C66 1.392, C68 1.414
68 C 24.6746 22.2072 -3.5854  O67 1.414, C69 1.530, H78 1.102, H79 1.097
69 C 24.7401 22.9082 -2.2272  C68 1.530, N70 1.451, H80 1.091, H81 1.092
70 N 25.9408 22.7241 -1.4339  C69 1.451, C71 1.443, H82 1.013
71 C 27.1328 23.3431 -1.9608  N70 1.443, C72 1.517, H83 1.096, H84 1.098
72 C 28.3399 22.7946 -1.2236  C71 1.517, O73 1.414, H85 1.097, H86 1.099
73 O 28.4290 21.4091 -1.4896  C72 1.414, C74 1.407
74 C 29.3205 20.7506 -0.6233  O73 1.407, H87 1.097, H88 1.088, H89 1.095
75 H 23.0768 20.5741 -5.3594  C66 1.102
76 H 23.5983 22.0165 -6.0244  C66 1.107
77 H 21.9507 21.9684 -5.3444  C66 1.089
78 H 25.2867 22.7592 -4.3161  C68 1.102
79 H 25.0420 21.1732 -3.5856  C68 1.097
80 H 23.9056 22.5233 -1.6394  C69 1.091
81 H 24.5934 23.9706 -2.4346  C69 1.092
82 H 26.1032 21.7377 -1.2718  N70 1.013
83 H 27.1640 24.4169 -1.7452  C71 1.096
84 H 27.2967 23.1687 -3.0322  C71 1.098
85 H 28.2256 22.9816 -0.1483  C72 1.097
86 H 29.2667 23.2828 -1.5551  C72 1.099
87 H 30.3502 21.0219 -0.8872  C74 1.097
88 H 29.2096 19.6736 -0.7357  C74 1.088
89 H 29.1136 20.9979 0.4231  C74 1.095
90 C 23.6085 19.6235 -1.0349  O91 1.410, H99 1.093, H100 1.098, H101 1.092
91 O 24.2629 19.0708 -2.1547  C90 1.410, C92 1.411
92 C 23.3796 18.3827 -3.0133  O91 1.411, C93 1.513, H102 1.101, H103 1.101
93 C 22.9534 17.0087 -2.5438  C92 1.513, N94 1.462, H104 1.095, H105 1.102
94 N 21.9055 16.9991 -1.5249  C93 1.462, C95 1.472, H106 1.013
95 C 20.5936 17.4415 -2.0241  N94 1.472, C96 1.517, H107 1.098, H108 1.091
96 C 19.5522 17.1790 -0.9529  C95 1.517, O97 1.409, H109 1.098, H110 1.095
97 O 19.4941 15.7930 -0.7050  C96 1.409, C98 1.421
98 C 19.0325 15.4977 0.6065  O97 1.421, H111 1.091, H112 1.096, H113 1.088
99 H 22.9699 20.4867 -1.2374  C90 1.093
100 H 24.4140 19.9342 -0.3565  C90 1.098
101 H 23.1074 18.8797 -0.4118  C90 1.092
102 H 23.9272 18.2117 -3.9530  C92 1.101
103 H 22.5603 19.0110 -3.3944  C92 1.101
104 H 23.7818 16.4988 -2.0417  C93 1.095
105 H 22.6797 16.3613 -3.3925  C93 1.102
106 H 21.8014 16.0585 -1.1640  N94 1.013
107 H 20.3474 16.9055 -2.9502  C95 1.098
108 H 20.6584 18.5236 -2.1505  C95 1.091
109 H 18.5952 17.5543 -1.3383  C96 1.098
110 H 19.8326 17.7527 -0.0638  C96 1.095
111 H 18.1849 16.1271 0.8809  C98 1.091
112 H 19.8424 15.6375 1.3322  C98 1.096
113 H 18.7736 14.4408 0.6109  C98 1.088
114 C 20.3367 15.3274 -6.4235  O115 1.420, H123 1.099, H124 1.083, H125 1.098
115 O 19.8969 16.6456 -6.1301  C114 1.420, C116 1.402
116 C 20.9581 17.5617 -6.1037  O115 1.402, C117 1.514, H126 1.101, H127 1.096
117 C 20.4181 18.9468 -6.3911  C116 1.514, N118 1.483, H128 1.100, H129 1.086
118 N 19.6667 19.4281 -5.2067  C117 1.483, C119 1.452, H130 1.013
119 C 19.3198 20.8311 -5.3495  N118 1.452, C120 1.531, H131 1.099, H132 1.090
120 C 17.8128 21.0773 -5.2374  C119 1.531, O121 1.412, H133 1.096, H134 1.097
121 O 17.0332 20.0496 -5.8117  C120 1.412, C122 1.410
122 C 16.8645 20.1453 -7.2081  O121 1.410, H135 1.094, H136 1.093, H137 1.094
123 H 20.7103 15.3026 -7.4565  C114 1.099
124 H 19.5140 14.6402 -6.2669  C114 1.083
125 H 21.2174 15.1078 -5.8048  C114 1.098
126 H 21.7345 17.3742 -6.8617  C116 1.101
127 H 21.4028 17.5632 -5.1015  C116 1.096
128 H 19.6835 18.8594 -7.2046  C117 1.100
129 H 21.1889 19.6739 -6.6308  C117 1.086
130 H 18.8410 18.8455 -5.1437  N118 1.013
131 H 19.5697 21.1782 -6.3623  C119 1.099
132 H 19.8282 21.4613 -4.6205  C119 1.090
133 H 17.5340 22.0729 -5.6023  C120 1.096
134 H 17.5214 21.0668 -4.1804  C120 1.097
135 H 16.5543 19.1416 -7.5126  C122 1.094
136 H 17.7812 20.3535 -7.7665  C122 1.093
137 H 16.0521 20.8225 -7.4878  C122 1.094

Its SMILES is COC[C@H](C)N.COCCNCCOC.COCCNCCOC.COCCNCCOC.COCCNCCOC.COCCNCCOC. The value obtained for the HOMO-LUMO gap is 0.3396 hartree. Its net charge is 0. As for the electronic energy: -2502.89913 a.u. The value obtained for the energy above the lowest of the compared OMol25 structures with the same formula, charge and spin is 38.3 kJ/mol. As for the LUMO energy: 0.7853 eV.

Atomic partial charges in e from the Löwdin method, atoms 1 to 99: C -0.087; O -0.173; C -0.243; C -0.445; C -0.058; N 0.034; H 0.085; H 0.089; H 0.084; H 0.130; H 0.102; H 0.136; H 0.072; H 0.076; H 0.074; H 0.070; H 0.072; C -0.122; O -0.162; C -0.228; C -0.214; N -0.084; C -0.196; C -0.224; O -0.177; C -0.118; H 0.081; H 0.064; H 0.086; H 0.122; H 0.115; H 0.126; H 0.113; H 0.104; H 0.118; H 0.093; H 0.116; H 0.123; H 0.091; H 0.076; H 0.093; C -0.127; O -0.200; C -0.228; C -0.192; N -0.062; C -0.241; C -0.248; O -0.201; C -0.098; H 0.089; H 0.085; H 0.083; H 0.116; H 0.133; H 0.121; H 0.119; H 0.101; H 0.125; H 0.115; H 0.128; H 0.121; H 0.089; H 0.085; H 0.087; C -0.129; O -0.195; C -0.218; C -0.199; N -0.053; C -0.222; C -0.241; O -0.197; C -0.114; H 0.077; H 0.093; H 0.069; H 0.119; H 0.123; H 0.098; H 0.123; H 0.101; H 0.123; H 0.118; H 0.122; H 0.125; H 0.088; H 0.086; H 0.087; C -0.114; O -0.176; C -0.238; C -0.206; N -0.068; C -0.197; C -0.240; O -0.196; C -0.102; H 0.081